No. 1
Here is C6H9N in the gas phase from the Open Molecules 2025 dataset. Energies are from ωB97M-V/def2-TZVPD.

Geometry as XYZ:
```
16
Properties=species:S:1:pos:R:3:forces:R:3
C -1.3063 1.5027 -0.1758 -0.1 0.0 0.1
C -0.0999 0.6490 0.0326 0.0 -0.1 -0.1
C 0.0714 -0.7074 0.1954 -0.1 0.1 0.0
C -1.0032 -1.7454 0.3156 -0.1 0.0 0.0
C 1.4751 -0.9671 0.1065 0.0 0.0 -0.1
C 2.1004 0.2273 -0.1338 0.0 0.0 -0.2
N 1.1419 1.2020 -0.1482 0.0 0.1 -0.1
H -2.2231 0.9200 -0.0660 0.1 0.1 0.0
H -1.2929 1.9170 -1.1930 -0.1 -0.1 0.2
H -1.3514 2.3462 0.5226 0.0 -0.1 0.0
H -0.9342 -2.4812 -0.4953 0.0 0.1 0.1
H -1.9997 -1.2949 0.2631 0.1 -0.1 0.0
H -0.9351 -2.2920 1.2626 0.0 0.1 -0.1
H 1.9463 -1.9400 0.1823 -0.1 0.2 -0.1
H 3.0746 0.4743 -0.5219 0.3 -0.2 0.5
H 1.3361 2.1896 -0.1465 -0.1 -0.1 -0.2
```
Positions in Å, forces in eV/Å.

Summary:
M (g mol⁻¹): 95.145
Frontier orbital gap (eV): 8.89
Spin multiplicity: 1
Total energy (hartree): -288.774607
LUMO level (eV): 1.1
SMILES: Cc1cc[nH]c1C
HOMO level (hartree): -0.2874

=====

No. 2
Here is C6H9N in the gas phase from the Open Molecules 2025 dataset. Energies are from ωB97M-V/def2-TZVPD.

Geometry as XYZ:
```
16
Properties=species:S:1:pos:R:3:forces:R:3
C -2.5018 -0.2322 0.1501 0.1 0.0 0.0
C -1.0541 0.1349 0.0249 -0.4 0.8 -0.1
C -0.4681 1.4008 -0.1331 0.0 -0.5 0.2
C 0.9166 1.2408 -0.0675 -0.2 0.6 -0.6
C 1.2427 -0.1805 0.0712 0.2 -0.4 0.6
C 2.3851 -0.9252 -0.6173 0.1 0.7 0.5
N -0.0688 -0.7870 0.1714 0.4 -0.7 -0.1
H -2.7341 -0.5962 1.1628 0.1 0.1 -0.2
H -3.1396 0.6341 -0.0564 0.2 -0.2 0.0
H -2.7783 -1.0324 -0.5526 0.1 0.2 0.1
H -1.0284 2.3290 -0.2056 0.2 -0.2 0.0
H 1.6710 2.0238 -0.0665 -0.2 -0.2 0.0
H 3.1533 -0.2302 -0.9765 -0.2 -0.2 -0.1
H 1.7450 -0.2140 1.0731 0.0 -0.1 0.1
H 2.8292 -1.7034 0.0194 -0.3 0.0 -0.4
H -0.1956 -1.7805 0.0223 0.0 0.4 0.1
```
Positions in Å, forces in eV/Å.

Summary:
M (g mol⁻¹): 95.145
Frontier orbital gap (alpha / beta) (eV): 5.78 / 8.67
Spin multiplicity: 1
Total energy (hartree): -288.641434
LUMO level (alpha / beta) (eV): 0.0 / 0.7
HOMO level (alpha / beta) (hartree): -0.2107 / -0.2912

=====

No. 3
Here is C6H9N in the gas phase at a distorted geometry from the Open Molecules 2025 dataset. Energies are from ωB97M-V/def2-TZVPD.

Geometry as XYZ:
```
16
Properties=species:S:1:pos:R:3:forces:R:3
C 1.4784 1.1883 0.1678 0.0 0.1 0.0
C 0.4934 0.0409 -0.0095 0.1 0.0 0.0
C -0.5826 -0.2859 1.0676 0.0 0.0 0.2
C -1.5181 -0.7090 -0.0893 -0.1 -0.1 0.0
C -0.6871 0.2094 -1.0070 0.0 0.1 -0.2
C 1.2115 -1.2093 -0.2944 0.4 -0.9 -0.2
N 1.7386 -2.2220 -0.4827 -0.4 0.9 0.1
H 2.0359 1.3479 -0.7620 -0.1 0.0 0.2
H 2.1958 0.9812 0.9683 -0.1 0.0 -0.1
H 0.9413 2.1105 0.4082 0.0 -0.1 0.0
H -0.9074 0.6450 1.5461 0.0 -0.1 -0.1
H -0.3219 -1.0134 1.8394 0.0 0.1 -0.1
H -1.3516 -1.7554 -0.3682 -0.1 0.2 0.2
H -2.5904 -0.5341 0.0098 0.1 0.1 0.0
H -0.5171 -0.0613 -2.0527 -0.1 0.0 0.2
H -1.0531 1.2408 -0.9512 0.1 -0.1 0.0
```
Positions in Å, forces in eV/Å.

Summary:
M (g mol⁻¹): 95.145
Frontier orbital gap (eV): 11.93
Spin multiplicity: 1
Total energy (hartree): -288.745513
LUMO level (eV): 0.9
SMILES: CC1(C#N)CCC1
HOMO level (hartree): -0.4070

=====

No. 4
Here is C6H9N in the gas phase from the Open Molecules 2025 dataset. Energies are from ωB97M-V/def2-TZVPD.

Geometry as XYZ:
```
16
Properties=species:S:1:pos:R:3:forces:R:3
C -2.3015 -0.0322 1.3666 -0.2 0.0 0.0
C -1.4502 0.6002 0.3704 -0.4 0.5 -0.6
C -0.7925 1.1246 -0.4996 -0.3 -0.3 0.4
C 0.5357 1.3127 -1.0919 0.6 -0.5 0.4
C 1.2266 0.2423 0.0258 -0.3 0.5 -0.5
C 1.0816 -1.1776 -0.3415 -0.3 0.0 -0.1
N 2.3516 -0.7332 0.2303 0.5 0.3 -0.5
H -2.1755 -1.1226 1.3741 0.0 0.2 -0.1
H -3.3387 0.1940 1.1151 -0.1 -0.1 0.2
H -2.0924 0.3382 2.3766 -0.1 0.0 -0.2
H 0.7952 2.3887 -1.0959 0.4 -0.7 0.4
H 0.5350 0.9907 -2.1469 0.4 -0.2 0.5
H 0.9140 0.7043 0.9500 -0.3 -0.7 0.2
H 1.2212 -1.3703 -1.4060 -0.4 0.0 0.1
H 0.4035 -1.8800 0.1410 0.3 0.2 0.2
H 2.3518 -1.0099 1.2255 0.1 0.7 -0.6
```
Positions in Å, forces in eV/Å.

Summary:
M (g mol⁻¹): 95.145
Frontier orbital gap (eV): 9.77
Spin multiplicity: 1
Total energy (hartree): -288.606369
LUMO level (eV): 0.9
SMILES: CC#CC[C@H]1CN1
HOMO level (hartree): -0.3264

=====

No. 5
Here is a molecular structure, C6H9N at a distorted geometry from the Open Molecules 2025 dataset. Energies are from ωB97M-V/def2-TZVPD.

Geometry as XYZ:
```
16
Properties=species:S:1:pos:R:3:forces:R:3
C 1.9901 -0.0952 -0.1189 0.2 0.0 -0.1
C 0.6035 0.4229 -0.2166 0.6 0.7 -0.9
C -0.4428 0.6642 0.8025 0.3 -0.3 -0.1
C -1.1183 1.3632 -0.3887 -0.2 0.2 -0.1
N -0.1305 0.6608 -1.2642 1.0 0.8 0.0
C -1.1184 -1.5144 -0.3665 0.0 -0.4 0.6
C -0.8190 -0.8046 0.7510 -1.0 -0.4 0.2
H 2.6299 0.7499 -0.3817 0.2 -0.2 0.0
H 2.1746 -0.9030 -0.8308 0.0 0.1 0.0
H 2.2643 -0.4316 0.8871 -0.2 0.1 -0.2
H -0.3563 1.1064 1.8054 0.2 -0.3 -0.4
H -2.1955 1.2314 -0.5555 0.3 -0.2 -0.1
H -0.8541 2.4233 -0.4409 -0.3 0.0 0.3
H -0.6387 -1.4503 -1.3386 -0.7 0.8 0.1
H -1.8898 -2.2676 -0.2959 0.5 -0.9 0.4
H -0.8180 -1.3067 1.7115 -1.0 0.0 0.2
```
Positions in Å, forces in eV/Å.

Summary:
M (g mol⁻¹): 95.145
Frontier orbital gap (eV): 9.89
Spin multiplicity: 1
Total energy (hartree): -288.642364
LUMO level (eV): 1.1
HOMO level (hartree): -0.3243

=====

No. 6
Here is a molecular structure, C6H9N from the Open Molecules 2025 dataset. Energies are from ωB97M-V/def2-TZVPD.

Geometry as XYZ:
```
16
Properties=species:S:1:pos:R:3:forces:R:3
C -0.2431 -0.9058 2.1339 0.0 0.0 0.1
C -0.5120 -0.2140 0.8245 -0.3 0.3 0.2
C -1.3256 0.7899 0.4678 0.4 -0.3 -0.1
C -0.8687 1.5072 -0.7426 -0.2 0.1 0.0
N 0.4293 0.9405 -1.2880 0.0 0.0 0.1
C 0.4075 -0.3710 -1.9060 -0.1 -0.2 -0.2
C 0.9071 -0.1212 -0.5262 0.2 0.0 0.0
H -1.0091 -1.6589 2.3494 0.1 0.1 0.0
H -0.2443 -0.1763 2.9472 0.0 -0.1 -0.1
H 0.7296 -1.4100 2.1301 -0.1 0.1 0.0
H -1.6159 1.5547 -1.5445 0.1 0.0 0.1
H -0.6436 2.5401 -0.4557 0.0 -0.1 0.0
H 1.0746 -0.5195 -2.7533 -0.1 0.0 0.2
H -0.5622 -0.8721 -1.9990 0.2 0.1 0.1
H -0.2287 -0.9024 -0.0584 0.0 0.0 -0.1
H 1.9036 -0.2233 -0.1072 -0.2 0.0 -0.1
```
Positions in Å, forces in eV/Å.

Summary:
M (g mol⁻¹): 95.145
Frontier orbital gap (eV): 8.80
Spin multiplicity: 1
Total energy (hartree): -288.545861
LUMO level (eV): 0.8
HOMO level (hartree): -0.2954

=====

No. 7
Here is C6H9N in the gas phase from the Open Molecules 2025 dataset. Energies are from ωB97M-V/def2-TZVPD.

Geometry as XYZ:
```
16
Properties=species:S:1:pos:R:3:forces:R:3
C -2.1145 0.0240 -1.2820 0.0 0.0 0.0
C -0.8086 0.0713 -0.5558 0.0 0.0 0.1
C -0.4975 0.6690 0.6138 0.0 -0.1 0.0
C 0.8462 0.2298 1.0034 0.1 -0.1 0.1
C 1.4784 0.2103 2.1793 -0.1 0.0 0.0
C 1.4255 -0.3990 -0.2478 0.2 0.0 0.1
N 0.2417 -0.7146 -1.0472 -0.1 0.1 -0.1
H -2.4320 -1.0208 -1.3788 0.0 0.2 0.0
H -2.8889 0.5753 -0.7443 0.1 0.0 -0.1
H -2.0356 0.4361 -2.2958 0.0 0.0 0.2
H -1.1910 1.2183 1.2386 0.1 -0.1 -0.1
H 2.0310 -1.2809 -0.0220 -0.1 0.1 -0.1
H 2.4098 -0.3412 2.2740 0.0 0.2 0.0
H 1.1028 0.6917 3.0752 -0.1 -0.1 -0.1
H 2.0660 0.3364 -0.7593 -0.1 -0.1 0.1
H 0.3666 -0.7058 -2.0513 -0.1 0.0 0.1
```
Positions in Å, forces in eV/Å.

Summary:
M (g mol⁻¹): 95.145
Frontier orbital gap (eV): 8.45
Spin multiplicity: 1
Total energy (hartree): -288.745299
LUMO level (eV): 1.0
SMILES: C=C1C=C(C)NC1
HOMO level (hartree): -0.2740

=====

No. 8
Here is 2 unconnected molecules or ions with the total composition C6H9N from the Open Molecules 2025 dataset. Energies are from ωB97M-V/def2-TZVPD.

Geometry as XYZ:
```
16
Properties=species:S:1:pos:R:3:forces:R:3
C -0.1375 1.7083 0.3371 0.0 -0.1 0.1
C 0.6577 0.6382 0.2917 -0.3 0.2 0.0
C 0.2551 -0.7851 0.2202 0.1 0.0 0.0
C -1.1537 -1.2784 0.1648 0.0 0.0 0.0
C 1.4105 -1.4780 0.2304 -0.1 0.0 0.0
C 2.4881 -0.4817 0.3031 0.1 0.1 0.0
N 2.0729 0.7393 0.3370 0.0 -0.3 0.0
H -1.2187 1.6130 0.3192 0.2 0.0 0.0
H -2.8768 2.0712 -1.8171 0.0 0.0 0.0
H 0.2875 2.7034 0.4115 0.0 -0.1 0.0
H -1.1844 -2.3704 0.1204 0.0 0.2 0.0
H -1.6760 -0.8868 -0.7159 0.1 0.0 0.1
H -1.7147 -0.9553 1.0494 0.1 0.0 -0.1
H 1.5390 -2.5541 0.1991 0.0 0.2 0.0
H 3.5501 -0.7118 0.3307 -0.1 0.0 0.0
H -2.1536 1.9833 -1.9649 -0.1 0.0 0.0
```
Positions in Å, forces in eV/Å.

Summary:
M (g mol⁻¹): 95.145
Frontier orbital gap (eV): 9.14
Spin multiplicity: 1
Total energy (hartree): -288.703080
LUMO level (eV): -0.1
SMILES: C=C1N=CC=C1C.[H][H]
HOMO level (hartree): -0.3414

=====

No. 9
Here is a molecular structure, C6H9N from the Open Molecules 2025 dataset. Energies are from ωB97M-V/def2-TZVPD.

Geometry as XYZ:
```
16
Properties=species:S:1:pos:R:3:forces:R:3
C -1.4006 1.5656 -0.3328 -0.2 0.1 0.1
N -0.2700 0.7068 -0.5543 0.1 0.1 -0.3
C 0.9897 0.6434 0.1433 0.3 0.4 0.0
C 1.1249 -0.6953 0.9081 0.1 -0.1 0.3
C -0.2071 -1.3910 0.7135 -0.1 0.0 0.1
C -0.2040 -0.7395 -0.7071 -0.2 -0.2 -0.3
C 1.3575 -0.6081 -0.5753 0.3 -0.2 -0.2
H -1.3835 2.0889 0.6303 0.0 -0.2 0.0
H -2.3459 1.0196 -0.4238 0.1 0.0 0.1
H -1.3863 2.3239 -1.1259 -0.2 0.1 0.2
H 1.5816 1.5165 0.3966 0.0 -0.2 -0.2
H 1.8805 -0.8539 1.6718 -0.2 0.1 0.0
H -1.0329 -1.1189 1.3814 0.0 -0.1 -0.1
H -0.0914 -2.4793 0.6538 0.0 0.2 0.0
H -0.7852 -1.1805 -1.5193 0.2 0.0 0.1
H 2.1728 -0.7983 -1.2602 0.0 -0.1 0.2
```
Positions in Å, forces in eV/Å.

Summary:
M (g mol⁻¹): 95.145
Frontier orbital gap (eV): 8.85
Spin multiplicity: 1
Total energy (hartree): -288.646554
LUMO level (eV): 1.2
HOMO level (hartree): -0.2819

=====

No. 10
Here is a molecular structure, C6H9N from the Open Molecules 2025 dataset. Energies are from ωB97M-V/def2-TZVPD.

Geometry as XYZ:
```
16
Properties=species:S:1:pos:R:3:forces:R:3
C 0.4482 2.5392 0.2199 0.0 0.1 0.1
C 0.3577 1.0470 0.2531 0.0 0.0 0.2
C 1.2966 0.1215 0.7525 -0.1 0.2 -0.1
C 0.8641 -1.1450 0.4129 -0.2 0.1 -0.4
C -0.3490 -0.9879 -0.3141 -0.1 -0.2 0.5
C -1.4364 -2.0173 -0.5271 0.0 0.1 -0.1
N -0.6974 0.4325 -0.2910 0.0 -0.1 0.0
H -0.5566 2.9662 0.2059 0.1 0.0 0.0
H 0.9687 2.9008 1.1091 0.0 0.1 -0.1
H 0.9845 2.9184 -0.6609 -0.1 -0.2 0.2
H 2.2113 0.3930 1.2672 -0.1 -0.1 0.0
H 1.3403 -2.0901 0.6612 -0.1 0.2 -0.2
H -2.1150 -1.6719 -1.3110 0.0 -0.1 0.1
H -1.0159 -2.9826 -0.8360 0.0 0.3 0.0
H -2.0351 -2.1905 0.3764 0.2 0.1 -0.1
H -0.2661 -0.2334 -1.3181 0.3 -0.6 -0.2
```
Positions in Å, forces in eV/Å.

Summary:
M (g mol⁻¹): 95.145
Frontier orbital gap (eV): 9.70
Spin multiplicity: 1
Total energy (hartree): -288.704817
LUMO level (eV): 1.0
HOMO level (hartree): -0.3201

=====

No. 11
Here is C6H9N in the gas phase from the Open Molecules 2025 dataset. Energies are from ωB97M-V/def2-TZVPD.

Geometry as XYZ:
```
16
Properties=species:S:1:pos:R:3:forces:R:3
C -1.3178 1.4905 0.4238 -0.2 0.3 -0.8
C -0.2331 0.8739 -0.0488 -0.1 -0.1 0.1
C -0.0735 -0.5941 -0.3977 0.1 -0.2 -0.1
C -1.1217 -1.5315 0.1811 -0.2 0.0 0.0
C 1.4025 -0.8002 -0.1906 0.1 -0.1 0.2
C 1.9782 0.3971 -0.1645 0.2 -0.1 0.1
N 1.0381 1.4462 -0.2668 0.1 -0.2 0.1
H -2.2480 0.9599 0.6041 0.3 0.0 -0.1
H -0.1509 -0.6738 -1.4913 -0.4 0.2 -0.1
H -1.3755 2.5759 0.3708 0.1 -0.1 0.5
H -0.8955 -2.5907 0.0063 0.1 0.3 0.0
H -2.0632 -1.3197 -0.3334 0.0 -0.1 0.2
H -1.2875 -1.3813 1.2513 0.2 0.0 -0.1
H 1.9184 -1.7456 -0.2795 0.0 0.1 0.1
H 3.0392 0.5878 -0.0952 -0.1 0.3 -0.1
H 1.2635 2.3377 0.1484 -0.2 -0.1 0.0
```
Positions in Å, forces in eV/Å.

Summary:
M (g mol⁻¹): 95.145
Frontier orbital gap (eV): 8.83
Spin multiplicity: 1
Total energy (hartree): -288.735020
LUMO level (eV): 1.1
SMILES: C=C1NC=C[C@H]1C
HOMO level (hartree): -0.2830

=====

No. 12
Here is C6H9N in the gas phase at a distorted geometry from the Open Molecules 2025 dataset. Energies are from ωB97M-V/def2-TZVPD.

Geometry as XYZ:
```
16
Properties=species:S:1:pos:R:3:forces:R:3
C -0.6477 0.1137 1.8448 -0.3 -0.2 -0.2
C -0.3554 0.0607 0.3500 -0.5 -0.4 -0.2
C -0.6462 -1.1782 -0.8147 -0.1 0.0 0.7
C 0.6680 -0.8345 -0.2282 0.4 0.0 0.2
C 1.2566 0.4437 -0.9151 0.6 0.1 -0.1
N 0.2781 1.1050 -1.7514 0.0 0.0 -0.3
C 0.1959 1.3137 -0.3305 0.2 0.0 0.1
H 0.2807 0.0110 2.4396 -0.2 0.0 -0.5
H -1.3007 -0.7027 2.1423 -0.1 -0.1 0.1
H -1.1003 1.0646 2.1603 -0.1 -0.3 -0.3
H -1.3211 -1.8975 -0.3774 0.5 -0.4 0.6
H -0.6335 -1.3727 -1.9127 -0.6 1.2 0.6
H 1.2966 -1.5379 0.2983 0.1 0.1 0.2
H 2.3140 0.6505 -0.9978 0.0 0.0 -0.3
H -0.4579 0.4322 -1.9797 0.2 0.5 -0.5
H 0.1728 2.3284 0.0723 0.1 -0.4 -0.1
```
Positions in Å, forces in eV/Å.

Summary:
M (g mol⁻¹): 95.145
Frontier orbital gap (eV): 9.52
Spin multiplicity: 1
Total energy (hartree): -288.608656
LUMO level (eV): 1.0
SMILES: C[C@]12C[C@H]1[C@H]1N[C@H]12
HOMO level (hartree): -0.3118